Record 1
Molecular formula: C6H8N2O2
Method: DFT, ωB97M-V/def2-TZVPD

## Properties
Structure (SMILES): O=c1cc[nH]c(=O)[nH]1.C=C

```
18
Properties=species:S:1:pos:R:3:forces:R:3
C -0.6583 0.0747 -2.4206 -0.304 -0.248 -1.699
C -0.9297 1.0452 -1.3983 -0.627 -0.760 2.695
C -1.0955 0.7041 -0.1020 -0.192 -2.248 2.013
C -0.5301 -1.7105 -0.6222 -0.801 1.122 -0.358
C 1.3004 0.3619 1.5275 3.975 3.408 -0.344
C 1.9113 0.9648 2.6033 -3.615 -0.817 -0.995
H -0.2910 -2.0040 -2.6789 -0.210 1.097 0.931
H -1.2166 2.0067 -1.6765 0.337 1.571 -0.660
H -1.1634 1.3553 0.8821 -0.234 -1.167 -2.644
H -1.0194 -1.0704 1.2654 -0.472 1.170 -2.509
H 1.4960 0.6482 0.4642 -0.194 0.361 1.039
H 0.8707 -0.5609 1.5327 -0.999 -2.381 0.854
H 2.1963 2.0178 2.6933 0.578 -0.606 -0.555
H 1.5037 0.5323 3.5208 0.873 0.065 0.278
N -0.5607 -1.2791 -1.9750 0.633 -0.332 -0.511
N -1.1630 -0.7472 0.2374 1.756 0.261 1.124
O -0.5602 0.4409 -3.5964 0.081 -1.473 1.604
O -0.0904 -2.7798 -0.2567 -0.585 0.977 -0.266
```
Forces are in eV/Å.

=====

Record 2
Molecular formula: C6H8N2O2
Method: DFT, ωB97M-V/def2-TZVPD

## Properties
Structure (SMILES): C#C/C(=N\C)OCC(N)=O

```
18
Properties=species:S:1:pos:R:3:forces:R:3
C -2.9948 -1.7185 0.0459 -0.382 -0.136 -0.046
N -1.6113 -1.3422 0.1911 0.483 0.384 -0.010
C -1.2444 -0.1342 0.1575 -0.393 -0.546 -0.123
O 0.0515 0.2206 0.2627 0.108 0.660 -0.243
C 1.0126 -0.8125 0.1980 -0.308 -0.778 0.851
C 2.4053 -0.2434 0.3863 0.468 -2.127 2.204
N 2.8351 0.6423 -0.5192 0.947 1.288 -1.823
C -2.0891 1.0299 -0.0183 -0.666 0.945 0.065
C -2.7953 2.0037 -0.1411 0.411 -0.648 0.095
H -3.1508 -2.6951 0.5258 0.059 0.339 -0.126
H -3.7053 -0.9948 0.4767 0.200 -0.121 -0.147
H -3.2207 -1.8432 -1.0228 -0.045 0.039 0.232
H 0.8335 -1.5630 0.9816 0.022 0.303 -0.233
H 0.9705 -1.3228 -0.7751 -0.014 0.160 0.133
H -3.4215 2.8741 -0.2372 0.279 -0.407 0.010
O 3.1505 -0.7507 1.2226 -0.810 0.236 -1.157
H 2.4067 1.5548 -0.5948 0.008 -0.430 -0.485
H 3.6970 0.4008 -1.0163 -0.368 0.838 0.803
```
Forces are in eV/Å.

=====

Record 3
Molecular formula: C6H8N2O2
Method: DFT, ωB97M-V/def2-TZVPD

## Properties
Structure (SMILES): [H]/N=C(\O)C1=C/C(=N\O)CC1

```
18
Properties=species:S:1:pos:R:3:forces:R:3
O 3.3170 -0.8506 -0.1204 0.163 0.586 -0.098
N 2.2453 -1.6535 0.2234 -0.741 -0.510 -0.427
C 1.1201 -1.1059 -0.0362 0.474 -0.008 0.229
C -0.1993 -1.8141 0.1831 0.023 -0.271 0.222
C -1.2551 -0.6900 0.1177 -0.228 -0.106 -0.027
C -0.4627 0.5382 -0.2673 0.228 -0.090 -0.354
C 0.8490 0.2799 -0.4246 -0.349 0.329 0.018
C -1.0366 1.9025 -0.3168 0.312 1.253 1.825
N -0.4086 2.9199 -0.7374 -1.015 0.514 -0.007
H 4.0798 -1.4346 -0.0853 -0.084 -0.105 0.175
H -0.2155 -2.3383 1.1472 0.039 0.108 -0.280
H -0.3564 -2.5680 -0.6000 0.047 0.225 0.169
H -1.7620 -0.5838 1.0901 0.129 0.057 -0.180
H -2.0442 -0.8963 -0.6205 0.191 0.043 0.180
H 1.6109 1.0115 -0.6819 -0.257 -0.195 0.095
O -2.1450 2.1523 0.5018 0.243 -0.764 -0.636
H -0.9465 3.7630 -0.3812 0.842 -1.062 -0.741
H -2.3902 1.3679 1.0081 -0.014 -0.004 -0.162
```
Forces are in eV/Å.

=====

Computed values of E_HOMO (unit: eV) for the preceding records, in sequence: -9.7 -9.9 -8.9.
Computed values of HOMO-LUMO gap (unit: eV) for the preceding records, in sequence: 9.9 10.6 9.0.